The following is a DFT calculation (ωB97M-V/def2-TZVPD) of a cluster of 2 separate species, C26H21N2O8 in total at a distorted geometry.

As for the charge: -1. The value obtained for the HOMO energy is -3.2 eV. As for the total energy: -46659.4991 eV.

Element x y z (Å)
C (0.7448, 0.1153, -1.8634)
H (-2.7360, 1.6442, -1.3547)
C (-4.0441, 0.4391, 1.7922)
H (4.6132, -2.7142, -1.6711)
H (1.9593, -1.1090, -3.8412)
O (2.1220, -1.8080, -1.2595)
C (-2.7737, 2.1479, 2.8889)
O (-0.0956, -1.7597, -0.7779)
C (-2.8592, 0.6785, -1.8185)
C (3.1705, -0.7068, 2.4913)
C (0.8767, -0.1427, 1.9417)
C (-4.1077, 0.0939, -1.8720)
H (4.6702, -1.3661, -0.5297)
O (-5.1889, 3.1483, 3.7816)
C (-0.4267, 0.6584, -2.2408)
H (5.3001, -1.1457, -2.1532)
C (-1.6160, 1.4671, 2.6275)
C (2.5691, 1.5780, 2.0925)
H (1.6266, -2.1391, 2.2636)
H (-5.0132, 0.0623, 1.5119)
C (4.5230, -1.6347, -1.5706)
C (-1.9145, -1.2530, -2.8779)
C (3.1492, -1.1340, -2.0307)
H (2.8776, 2.6068, 2.0095)
O (5.1175, 2.2735, 2.7645)
C (1.9571, 0.9385, -1.9327)
C (-3.9991, 1.6278, 2.4977)
C (-0.4732, -0.5450, 1.7325)
C (-1.6372, 0.2351, 1.9340)
O (1.8525, 2.1455, -2.0425)
H (-2.7593, 3.0765, 3.4326)
C (-2.8966, -0.2513, 1.5158)
H (-2.9601, -1.1901, 0.9958)
C (0.8795, -1.2245, -1.2728)
C (1.8846, -1.0962, 2.2214)
C (3.5136, 0.6331, 2.4575)
C (2.9333, -1.4664, -3.5123)
O (5.6589, 0.2174, 3.2156)
C (-4.2603, -1.1587, -2.4264)
H (-5.2386, -1.6124, -2.4741)
N (-5.2439, 2.2050, 2.9794)
H (-0.3857, 1.6983, -2.5215)
O (3.1690, 0.3076, -1.8767)
N (4.8464, 1.0678, 2.8320)
H (0.5791, 1.9379, 1.4716)
O (-6.3098, 1.7175, 2.5787)
H (-4.9615, 0.6104, -1.4669)
H (3.6926, -0.9834, -4.1258)
H (2.9678, -2.5439, -3.6719)
H (-0.6229, -1.5456, 1.3623)
H (-3.2874, -2.8069, -3.3586)
H (-1.0567, -1.7982, -3.2300)
H (-0.6939, 1.8403, 3.0377)
C (1.2803, 1.2061, 1.8336)
C (-3.1668, -1.8261, -2.9312)
H (3.9314, -1.4253, 2.7472)
C (-1.7370, 0.0088, -2.3061)